C4H9NO | ωB97M-V/def2-TZVPD

Last column: Löwdin charge in e.
Positions of all 15 atoms, in Å:
O  1.74649  -1.47656  0.32110  -0.07
C  0.82840  0.34797  0.76023  0.08
C  -0.65109  0.45208  1.02756  -0.26
N  -1.40194  0.16944  -0.17076  -0.13
C  -0.84034  0.81754  -1.35382  -0.20
C  -0.42602  -0.55544  -1.01072  -0.18
H  1.34938  -2.13700  0.91216  0.07
H  1.27236  0.93133  -0.03616  0.08
H  1.46462  0.29805  1.64152  0.09
H  -0.93374  -0.29252  1.78177  0.12
H  -0.86498  1.44209  1.47392  0.13
H  -1.56750  0.99858  -2.14371  0.10
H  -0.14871  1.65408  -1.21076  0.09
H  1.01470  -1.28600  -0.36994  0.01
H  -0.84163  -1.36363  -1.62238  0.08

Atomic forces in eV per Å
O -0.08 -0.27 0.07
C -0.17 0.36 -0.02
C 0.11 -0.04 0.15
N -0.03 -0.01 0.15
C 0.04 0.21 -0.15
C -0.07 -0.09 -0.21
H 0.14 0.07 -0.10
H -0.10 -0.12 0.07
H -0.10 -0.05 -0.14
H 0.03 0.10 -0.09
H 0.05 -0.09 -0.04
H 0.12 -0.05 0.12
H -0.09 -0.14 0.02
H 0.04 0.00 0.10
H 0.10 0.11 0.08

Output
Highest occupied orbital energy: -8.0 eV
Relative energy (zero: lowest compared OMol25 entry of this formula, charge and spin): 157.3 kcal/mol
Gap between HOMO and LUMO: 7.81 eV
Strongest force on any atom: 0.4 eV/Å
Electronic energy: -287.581785 Ha
Spin multiplicity: 1

---

C19H37Cl5O2Se4Si4V | ωB97M-V/def2-TZVPD

Last column: Löwdin charge in e.
Positions of all 72 atoms, in Å:
V  1.41631  -0.18238  0.07665  0.18
Se  1.01232  -2.25882  -0.84537  0.27
Se  -1.26417  -2.74379  -0.75952  0.12
Se  -2.07600  -0.62987  -1.21935  0.18
Se  -0.78245  0.53284  0.36746  0.26
Cl  4.41702  3.11226  -5.68203  0.73
C  3.58552  2.39344  -4.37388  -0.70
C  2.55135  3.09501  -3.74441  -0.69
Cl  2.14535  4.66843  -4.27086  0.74
C  1.86876  2.51138  -2.68627  -0.59
Cl  0.59808  3.27706  -1.82947  0.78
C  2.21387  1.22399  -2.25413  -0.41
O  1.58638  0.66218  -1.27861  -0.36
C  3.28093  0.55009  -2.87007  -0.57
Cl  3.68528  -0.98525  -2.22468  0.77
C  3.95743  1.11677  -3.93804  -0.69
Cl  5.23945  0.27667  -4.70329  0.74
C  -2.15813  3.38650  4.68716  -0.20
Si  -1.20733  2.37270  3.37901  0.43
C  -0.30172  3.55434  2.16448  -0.22
C  0.11281  1.30110  4.28951  -0.21
Si  -2.55053  0.85767  2.02533  0.35
Si  -2.80402  -1.36979  2.97529  0.44
C  -1.03070  -2.09259  3.16569  -0.21
C  -3.85709  -2.50105  1.84898  -0.21
C  -3.67926  -1.17760  4.66131  -0.21
Si  -4.23561  2.02070  0.70146  0.43
C  -5.53504  0.78544  0.04180  -0.21
C  -3.31449  2.89164  -0.72818  -0.22
C  -5.07354  3.24164  1.91759  -0.21
H  -1.48266  3.85956  5.39254  0.03
H  -2.82709  2.74858  5.25284  0.02
H  -2.75830  4.16843  4.23676  0.02
H  0.60826  3.98108  2.57662  0.03
H  -0.94294  4.37684  1.86493  0.03
H  -0.04133  3.01063  1.25185  -0.05
H  0.94343  1.89515  4.66139  0.03
H  0.50856  0.53936  3.61754  -0.01
H  -0.32086  0.78805  5.14262  0.03
H  -0.44380  -1.87237  2.26670  -0.03
H  -1.04380  -3.17163  3.28431  0.04
H  -0.50537  -1.67396  4.01941  0.02
H  -3.42046  -2.57735  0.85420  -0.06
H  -4.86678  -2.11913  1.73544  0.02
H  -3.93683  -3.51176  2.24207  0.04
H  -3.12778  -0.55732  5.35805  0.02
H  -3.84248  -2.13972  5.13519  0.03
H  -4.65111  -0.72008  4.51639  0.02
H  -5.07084  0.06418  -0.62723  0.00
H  -6.32103  1.29012  -0.51283  0.03
H  -6.01371  0.24009  0.84891  0.02
H  -2.96274  2.13536  -1.43266  -0.01
H  -2.44319  3.43498  -0.36838  0.01
H  -3.94101  3.58840  -1.27536  0.04
H  -5.33404  2.74434  2.84689  0.02
H  -5.98923  3.64390  1.49496  0.03
H  -4.43429  4.08223  2.16464  0.02
C  2.90788  -2.95130  1.83689  -0.08
C  3.05008  -1.55329  2.40583  -0.19
O  2.29563  -0.59474  1.65175  -0.34
C  2.78042  0.73563  1.80416  -0.25
C  4.02123  1.01626  0.96054  -0.02
H  3.48101  -3.64688  2.44523  0.10
H  3.30166  -2.98964  0.81845  0.06
H  1.86562  -3.27439  1.83586  0.06
H  4.10764  -1.26388  2.37895  0.13
H  2.69642  -1.51839  3.44722  0.15
H  2.97975  0.92948  2.86854  0.15
H  1.95195  1.40854  1.50981  0.11
H  4.93436  0.69385  1.46040  0.09
H  4.10208  2.08646  0.76775  0.11
H  3.96396  0.49841  -0.00136  0.05

Atomic forces in eV per Å
V -1.83 -3.47 2.54
Se -0.17 -0.92 -0.38
Se -0.24 -0.11 0.05
Se 0.13 -0.17 -0.17
Se -2.21 0.67 0.49
Cl 0.06 0.03 -0.09
C 0.00 -0.03 0.02
C 0.15 -0.09 -0.06
Cl -0.12 0.06 0.06
C 0.05 -0.63 0.24
Cl -0.09 0.28 -0.11
C 1.59 1.33 -2.54
O 0.36 2.86 -2.94
C -0.53 0.28 0.18
Cl 0.50 -0.24 -0.12
C -0.01 0.23 -0.04
Cl -0.08 -0.02 0.10
C 0.18 -0.50 -0.60
Si 0.39 0.22 0.33
C -0.33 -0.70 0.17
C -0.52 0.27 -0.53
Si 0.39 0.07 0.22
Si 0.02 -0.40 0.10
C -0.46 0.48 -0.31
C 0.40 0.54 0.17
C 0.36 0.03 -0.68
Si -0.29 0.05 0.01
C 0.63 0.38 0.18
C -0.17 -0.50 0.54
C 0.44 -0.48 -0.47
H 0.26 0.03 0.06
H -0.16 -0.17 0.17
H -0.13 0.15 -0.18
H 0.12 0.03 0.22
H -0.19 0.15 -0.04
H 0.08 0.12 -0.01
H 0.08 0.24 0.01
H 0.06 -0.12 -0.06
H -0.15 -0.12 0.11
H -0.08 -0.05 0.03
H -0.17 -0.22 0.01
H 0.00 0.14 0.18
H -0.02 0.05 0.05
H -0.19 0.15 0.02
H 0.10 -0.09 0.23
H 0.21 0.16 0.12
H 0.02 -0.26 0.01
H -0.27 0.11 -0.05
H 0.05 -0.09 -0.02
H -0.07 0.23 -0.08
H -0.03 -0.09 0.20
H 0.02 0.04 -0.07
H 0.09 0.06 0.09
H -0.24 0.08 -0.03
H -0.07 -0.14 0.16
H -0.16 0.01 -0.17
H 0.21 0.14 0.02
C -0.15 0.27 -0.05
C 0.60 -1.39 0.75
O 1.11 -0.52 1.61
C 0.94 1.37 0.48
C 0.05 -0.13 0.16
H 0.10 0.06 0.15
H -0.11 -0.07 0.10
H 0.13 0.02 -0.06
H -0.27 0.15 -0.01
H 0.02 0.18 -0.32
H -0.35 0.00 -0.28
H -0.09 -0.04 0.10
H -0.02 0.00 -0.05
H -0.03 -0.03 0.03
H 0.08 0.09 0.01

Output
Net charge: +1
Highest occupied orbital energy (spin up / spin down): -10.3 / -10.3 eV
Gap between HOMO and LUMO (spin up / spin down): 7.04 / 7.03 eV
Strongest force on any atom: 4.7 eV/Å
Electronic energy: -14905.202385 Ha
Spin multiplicity: 1